Density functional theory data (the ωB97M-V functional and the def2-TZVPD basis) for a structure of composition C6H8Cl4F6MgO6S2 in a non-equilibrium geometry.

Last column: Löwdin charge in e.
Element x y z (Å)
Mg 11.451 17.326 -24.553  0.251
C 13.410 20.424 -23.320  -0.719
F 13.872 20.297 -24.548  0.138
F 14.403 20.288 -22.481  0.180
F 12.874 21.611 -23.232  0.181
S 12.154 19.104 -22.969  0.584
O 11.778 19.295 -21.613  -0.206
O 11.098 19.179 -23.986  -0.324
O 12.858 17.865 -23.391  -0.359
C 8.251 15.030 -24.871  -0.681
F 7.761 14.452 -23.791  0.164
F 9.209 14.263 -25.382  0.106
F 7.302 15.151 -25.773  0.170
S 8.943 16.714 -24.411  0.554
O 7.817 17.431 -23.893  -0.222
O 10.065 16.540 -23.480  -0.336
O 9.602 17.182 -25.628  -0.359
Cl 12.244 18.184 -26.819  0.681
C 11.379 18.972 -28.178  -0.552
C 12.117 20.193 -28.680  -0.657
Cl 12.097 21.531 -27.514  0.582
H 10.405 19.313 -27.836  0.086
H 11.337 18.256 -28.994  0.085
H 11.576 20.581 -29.541  0.074
H 13.148 19.961 -28.940  0.073
Cl 15.141 16.542 -25.460  0.598
C 14.668 14.978 -26.177  -0.621
C 13.596 14.304 -25.327  -0.532
Cl 12.041 15.183 -25.445  0.748
H 15.568 14.373 -26.240  0.076
H 14.294 15.173 -27.179  0.068
H 13.926 14.313 -24.292  0.084
H 13.378 13.295 -25.658  0.084

The value obtained for the highest occupied orbital energy is -0.4091 Ha. Its calculated total energy is -112150.4244 eV. Its spin multiplicity is 1. As for the molar mass: 520.4 g/mol. The energy above the lowest of the compared OMol25 structures with the same formula, charge and spin comes out at 0.00 kJ/mol.

Density functional theory data (the ωB97M-V functional and the def2-TZVPD basis) for an isolated molecule of C3H5N3O in a non-equilibrium geometry.

Last column: Löwdin charge in e.
Element x y z (Å)
O 0.122 -1.981 -1.334  -0.073
C 0.657 -1.611 -0.080  -0.197
C 0.220 -0.174 0.263  -0.340
N 0.241 0.747 -0.695  0.081
N -0.417 1.774 -0.139  -0.021
C -0.805 1.497 1.110  -0.152
N -0.390 0.234 1.415  0.110
H 0.421 -1.312 -1.963  0.074
H 1.754 -1.725 -0.081  0.114
H 0.265 -2.347 0.633  0.119
H -0.663 2.580 -0.696  0.151
H -1.403 2.316 1.567  0.131

The value obtained for the highest occupied orbital energy is -0.3699 Ha. Its calculated total energy is -9709.1061 eV. Its spin multiplicity is 1. As for the molar mass: 99.1 g/mol. As for the structure (SMILES): OCc1nc[nH]n1. The energy above the lowest of the compared OMol25 structures with the same formula, charge and spin comes out at 142.58 kJ/mol.

Density functional theory data (the ωB97M-V functional and the def2-TZVPD basis) for a structure of composition C33H35Cl5O5PS4SiTi.

Last column: Löwdin charge in e.
Element x y z (Å)
Ti 0.386 0.285 0.553  0.891
C 0.311 0.908 -3.652  -0.493
C -1.017 0.151 -3.575  -0.462
S -1.547 -0.360 -1.911  0.850
C -2.195 -2.005 -2.296  -0.522
C -1.230 -3.006 -2.946  -0.516
S 0.476 -2.998 -2.329  0.869
C 1.376 -2.274 -3.740  -0.502
C 2.327 -1.134 -3.398  -0.506
S 1.657 0.344 -2.601  0.873
H 0.163 1.937 -3.327  0.034
H 0.640 0.954 -4.692  0.094
H -0.979 -0.752 -4.177  0.051
H -1.800 0.783 -3.998  0.086
H -3.072 -1.882 -2.933  0.087
H -2.551 -2.382 -1.340  0.035
H -1.190 -2.867 -4.026  0.068
H -1.630 -4.008 -2.787  0.077
H 0.648 -1.954 -4.483  0.060
H 1.965 -3.069 -4.200  0.078
H 2.855 -0.836 -4.305  0.081
H 3.080 -1.475 -2.684  0.073
O 2.463 -2.987 1.225  -0.218
S 2.274 -1.583 1.295  0.525
O 1.265 -1.044 2.232  -0.398
O 1.849 -0.929 -0.016  -0.499
C 3.795 -0.789 1.653  -0.266
C 4.965 -1.526 1.643  -0.021
C 6.170 -0.865 1.847  -0.036
C 6.184 0.507 2.037  -0.037
C 4.998 1.235 2.043  -0.054
C 3.782 0.591 1.860  -0.303
P 2.207 1.509 1.972  1.135
C 1.811 1.517 3.735  -0.347
C 2.720 1.105 4.705  -0.059
C 2.354 1.128 6.043  -0.056
C 1.089 1.558 6.414  -0.057
C 0.180 1.967 5.448  -0.059
C 0.539 1.942 4.110  -0.099
C 2.667 3.187 1.508  -0.376
C 2.917 3.442 0.158  -0.097
C 3.271 4.719 -0.244  -0.062
C 3.371 5.740 0.694  -0.057
C 3.130 5.484 2.036  -0.061
C 2.780 4.206 2.448  -0.080
H 4.923 -2.593 1.478  0.124
H 7.095 -1.424 1.848  0.119
H 7.123 1.022 2.186  0.118
H 5.023 2.306 2.195  0.117
H 3.707 0.760 4.426  0.107
H 3.060 0.804 6.796  0.112
H 0.808 1.568 7.459  0.112
H -0.811 2.295 5.732  0.102
H -0.175 2.242 3.356  0.050
H 2.828 2.646 -0.573  0.101
H 3.466 4.921 -1.289  0.114
H 3.640 6.739 0.376  0.113
H 3.213 6.280 2.764  0.113
H 2.585 4.005 3.494  0.112
Cl -4.818 -2.989 4.530  0.724
C -3.746 -1.974 3.664  -0.698
C -2.885 -2.519 2.713  -0.684
Cl -2.902 -4.197 2.367  0.737
C -2.008 -1.686 2.035  -0.532
Cl -0.978 -2.290 0.789  0.842
C -1.961 -0.317 2.280  -0.384
O -1.100 0.462 1.616  -0.243
C -2.865 0.228 3.189  -0.575
Cl -2.908 1.938 3.391  0.780
C -3.741 -0.596 3.890  -0.687
Cl -4.825 0.089 5.025  0.726
C -2.504 2.781 -0.765  -0.156
Si -0.728 3.234 -0.486  0.374
C -0.020 4.175 -1.931  -0.147
C -0.617 4.230 1.076  -0.127
O 0.173 1.796 -0.321  -0.462
H -3.103 3.697 -0.769  0.050
H -2.875 2.141 0.038  0.029
H -2.671 2.268 -1.712  0.010
H -0.042 5.246 -1.716  0.046
H -0.602 4.015 -2.840  0.036
H 1.017 3.901 -2.132  0.025
H -1.267 5.103 0.968  0.054
H 0.387 4.589 1.296  0.021
H -0.990 3.657 1.927  0.003

The value obtained for the highest occupied orbital energy is -0.3979 Ha. Its calculated total energy is -191262.6427 eV. Its spin multiplicity is 1. As for the molar mass: 924.1 g/mol. The energy above the lowest of the compared OMol25 structures with the same formula, charge and spin comes out at 66.23 kJ/mol. The total charge is +1.

Density functional theory data (the ωB97M-V functional and the def2-TZVPD basis) for a cluster of 4 separate species, C41H49FN6O11PS in total in a non-equilibrium geometry.

Last column: Löwdin charge in e.
Element x y z (Å)
C -3.526 3.314 2.659  -0.105
C -3.695 1.859 3.302  -0.382
C -3.671 2.024 4.882  -0.074
C -2.442 1.037 2.822  -0.185
C -2.469 -0.506 3.300  -0.067
C -1.692 -1.284 2.178  -0.074
N -0.345 -0.926 2.056  0.178
C 0.501 -1.460 1.104  -0.139
C 1.960 -0.920 1.074  -0.112
C 2.010 0.296 0.039  -0.160
C 3.053 0.132 -1.144  -0.146
C 3.550 1.600 -1.528  -0.146
N 2.807 2.186 -2.650  -0.146
C 2.436 3.536 -2.649  -0.133
C 1.742 3.994 -3.844  -0.044
C 1.698 2.699 -4.626  -0.084
C 2.333 1.637 -3.857  -0.096
C 0.032 -2.455 0.139  -0.058
P 1.027 -3.221 -1.218  0.607
O 0.796 -4.703 -1.284  -0.293
O 0.484 -2.607 -2.673  -0.142
O 2.638 -2.875 -1.161  -0.142
C -1.405 -2.882 0.251  -0.031
C -2.060 -3.929 -0.706  -0.122
C -2.183 -5.292 0.127  -0.214
C -3.477 -6.128 -0.233  -0.511
S -4.792 -6.026 1.086  0.682
C -2.285 -2.278 1.293  0.015
C -3.791 -2.620 1.519  -0.387
O -4.069 -3.199 2.531  0.129
N -4.815 -2.203 0.562  0.200
C -4.289 -1.228 -0.359  -0.461
O -4.077 -0.126 0.031  0.178
F -4.045 -1.548 -1.680  0.103
H -2.642 3.858 3.096  0.091
H -3.383 3.270 1.545  0.065
H -4.450 3.909 2.879  0.087
H -4.654 1.442 2.891  0.139
H -3.817 3.118 5.111  0.080
H -4.534 1.447 5.309  0.081
H -2.687 1.681 5.319  0.082
H -1.454 1.530 3.033  0.122
H -2.517 0.982 1.690  0.104
H -1.864 -0.540 4.249  0.133
H -3.516 -0.868 3.428  0.126
H 0.047 -0.228 2.700  0.175
H 2.149 -0.473 2.099  0.124
H 2.747 -1.699 0.932  0.116
H 2.135 1.249 0.628  0.116
H 0.982 0.382 -0.430  0.128
H 3.924 -0.523 -0.878  0.114
H 2.469 -0.271 -2.022  0.093
H 4.641 1.598 -1.794  0.118
H 3.442 2.322 -0.665  0.121
H 2.645 4.234 -1.805  0.114
H 1.367 5.002 -4.114  0.096
H 1.252 2.593 -5.638  0.084
H 2.474 0.561 -4.090  0.104
H 0.183 -3.347 -3.233  0.092
H 3.071 -3.759 -1.168  0.113
H -3.114 -3.654 -0.987  0.101
H -1.493 -4.075 -1.656  0.100
H -1.267 -5.936 -0.008  0.092
H -2.234 -5.046 1.227  0.102
H -3.268 -7.232 -0.344  0.072
H -3.894 -5.763 -1.212  0.077
H -5.029 -7.313 1.532  -0.118
H -5.184 -3.033 0.081  0.141
C 0.075 -8.503 -0.537  -0.073
C 1.262 -7.792 -0.399  -0.066
C 2.449 -8.468 -0.150  0.001
C 2.436 -9.853 -0.046  -0.142
C 1.254 -10.569 -0.175  0.003
C 0.069 -9.888 -0.422  -0.061
N 3.693 -10.570 0.193  -0.350
O 4.708 -9.907 0.320  0.076
O 3.650 -11.785 0.246  0.086
H -0.851 -7.974 -0.738  0.083
H 1.262 -6.711 -0.489  0.065
H 3.369 -7.907 -0.043  0.117
H 1.240 -11.648 -0.090  0.123
H -0.859 -10.437 -0.528  0.110
C -6.107 8.537 -0.113  -0.066
C -4.918 9.243 0.027  -0.060
C -3.732 8.565 0.270  0.001
C -3.748 7.180 0.367  -0.144
C -4.933 6.467 0.236  -0.005
C -6.115 7.151 -0.005  -0.065
N -2.493 6.459 0.599  -0.337
O -1.477 7.116 0.728  0.085
O -2.537 5.239 0.646  0.038
H -7.031 9.069 -0.309  0.111
H -4.917 10.323 -0.057  0.112
H -2.811 9.125 0.377  0.121
H -4.949 5.387 0.315  0.113
H -7.045 6.605 -0.112  0.109
C 8.089 4.221 -0.212  -0.072
C 6.887 3.736 -0.715  -0.074
C 6.117 4.526 -1.557  -0.005
C 6.562 5.798 -1.891  -0.138
C 7.757 6.294 -1.388  0.004
C 8.521 5.499 -0.544  -0.061
N 5.762 6.625 -2.801  -0.347
O 4.710 6.163 -3.207  0.071
O 6.197 7.722 -3.101  0.086
H 8.692 3.600 0.442  0.108
H 6.553 2.739 -0.452  0.095
H 5.181 4.139 -1.944  0.091
H 8.104 7.287 -1.644  0.123
H 9.457 5.875 -0.148  0.111

The value obtained for the highest occupied orbital energy is -0.3579 Ha. Its calculated total energy is -97601.3337 eV. Its spin multiplicity is 1. As for the molar mass: 883.9 g/mol. The total charge is +1.

In eV, the Kohn-Sham gap values for the records above are, in order, 11.14, 10.86, 7.18, 5.30.
In eV, the lowest unoccupied orbital energy values for the records above are, in order, 0.01, 0.79, -3.65, -4.44.